# 1
Molecular formula: C22H33As2NNaO3
Method: DFT, wB97M-V/def2-TZVPD

Geometry as ORCA input:
```
! RIJCOSX wB97M-V def2-TZVPD def2/J DEFGRID3
* xyz 1 1
As -1.35482 -1.23273 2.54487
As 1.81555 1.60697 2.35121
Na -0.52468 0.09230 -0.25560
O 2.90340 2.40459 -1.64916
O 1.28953 1.24544 -0.61380
O 0.28670 -0.70279 -2.18895
N 1.83604 0.86540 -2.86680
C -2.23268 -2.00405 -10.75346
C 3.53109 2.42572 -2.97304
C 0.12714 -0.41366 3.94441
C -2.81558 -0.07094 3.23365
C 1.94027 0.77246 5.02821
C -2.27703 0.94881 -10.35144
C -1.70134 -1.39627 -9.46356
C -1.64675 0.55222 -7.97999
C -2.49263 -1.44417 0.76076
C 1.71032 0.07319 6.20985
C -1.07380 -2.19795 -8.56637
C -0.03289 -1.69922 -4.75497
C -0.03666 2.06545 1.85129
C 0.94322 -0.21486 -3.11574
C 0.67981 -0.86621 6.27205
C -0.08776 -1.13217 5.11512
C 2.61347 -0.01934 1.53965
C 0.83164 -0.70388 -4.48011
C -1.86047 0.02702 -9.21496
C 1.14003 0.54546 3.89647
C 1.95273 1.47822 -1.63214
C 2.78474 1.44647 -3.82954
H -3.23191 0.66255 -10.81426
H -1.38833 -0.05955 -7.12228
H -3.36171 -2.08295 0.96846
H -2.82528 -0.44239 0.45671
H -0.86371 -1.89809 5.12695
H 1.91433 -0.86099 1.59226
H -3.32693 -1.91497 -10.83439
H 2.75160 1.49450 4.95187
H 0.46263 -1.39185 7.20147
H -0.60512 -1.80916 -7.67040
H -0.31788 2.84086 2.57686
H -2.36547 0.88831 3.51058
H 3.51738 -0.22441 2.12963
H 1.48279 -0.24921 -5.23576
H -0.98110 -3.25678 -8.79400
H -0.00907 2.47395 0.83494
H 4.57478 2.11150 -2.85903
H 2.86833 0.25978 0.51590
H -0.65604 -2.11488 -3.96235
H -1.98380 -3.07128 -10.76427
H -1.52360 0.98149 -11.15384
H -1.80122 1.61792 -7.83524
H 2.34336 0.25238 7.08313
H -0.08871 -2.12900 -5.74914
H 3.42802 0.65484 -4.22550
H 2.23621 1.92958 -4.64601
H -0.71144 1.20016 1.97356
H -2.38499 1.96494 -9.95577
H -3.23653 -0.55957 4.11501
H -1.83337 -1.94173 0.03114
H -3.60218 0.06718 2.48337
H 3.46697 3.44728 -3.35605
H -1.80078 -1.54761 -11.65517
*
```

Computed properties:
strongest force on any atom	0.0664	hartree/bohr
highest occupied orbital energy (spin up / spin down)	-10.24 / -10.24	eV
calculated total energy	-157066.0849	eV
LUMO level (spin up / spin down)	-0.1329 / -0.1329	Eh
gap between HOMO and LUMO (spin up / spin down)	6.62 / 6.62	eV
ΔE to the lowest compared entry with this formula, charge and spin	0.00	kJ/mol

# 2
Molecular formula: C3H5CeO3
Method: DFT, wB97M-V/def2-TZVPD

Geometry as ORCA input:
```
! RIJCOSX wB97M-V def2-TZVPD def2/J DEFGRID3
* xyz 2 2
Ce -0.13448 0.90768 -1.32069
O -2.09276 0.47750 0.13146
O 2.18388 0.27742 -1.59024
O -1.20900 1.62130 0.45987
C -1.69734 -1.50707 1.33152
C 3.32851 0.68808 -1.67279
C -2.27549 -0.31492 1.23066
H -0.93802 -1.84398 0.62449
H 4.12917 0.01372 -2.01896
H -2.97288 0.10796 1.95727
H -1.90990 -2.13143 2.19774
H 3.58830 1.70376 -1.33032
*
```

Computed properties:
strongest force on any atom	0.0641	hartree/bohr
highest occupied orbital energy (spin up / spin down)	-17.50 / -17.50	eV
expectation value of S²	0.752
calculated total energy	-22241.9027	eV
LUMO level (spin up / spin down)	-0.3638 / -0.3594	Eh
gap between HOMO and LUMO (spin up / spin down)	7.60 / 7.72	eV
ΔE to the lowest compared entry with this formula, charge and spin	0.00	kJ/mol

# 3
Molecular formula: C5H7NO
Method: DFT, wB97M-V/def2-TZVPD

Geometry as ORCA input:
```
! RIJCOSX wB97M-V def2-TZVPD def2/J DEFGRID3
* xyz 0 1
O 0.21650 0.90589 1.26799
N -1.40942 -0.25903 2.36527
C -0.75544 -0.01293 1.17517
C 0.19581 0.08556 -0.81802
C -0.88341 -0.51770 -0.08843
C 1.03255 -0.13026 -2.03327
C 0.76098 0.98948 0.01918
H 1.79721 0.63951 -1.79307
H 1.64060 -1.03246 -1.94736
H -0.80159 -0.12047 3.16282
H -1.86952 -1.15584 2.38026
H 1.18998 1.93703 -0.25629
H 0.54502 -0.13241 -3.01772
H -1.65926 -1.19636 -0.41653
*
```

Computed properties:
SMILES	Cc1coc(N)c1
strongest force on any atom	0.0312	hartree/bohr
highest occupied orbital energy	-7.56	eV
calculated total energy	-8834.6725	eV
LUMO level	0.0359	Eh
gap between HOMO and LUMO	8.54	eV
ΔE to the lowest compared entry with this formula, charge and spin	147.65	kJ/mol

# 4
Molecular formula: C4H10Si
Method: DFT, wB97M-V/def2-TZVPD

Geometry as ORCA input:
```
! RIJCOSX wB97M-V def2-TZVPD def2/J DEFGRID3
* xyz 0 1
Si -1.56819 0.91978 0.05273
C -0.20847 -1.61881 -0.00095
C 2.25043 0.81764 -0.15890
C 1.14294 0.38921 0.41054
C -0.00552 -0.17250 -0.35844
H 3.11133 1.01953 0.30686
H 0.71260 -2.03844 -0.20022
H -1.34218 2.37556 -0.44835
H -2.68366 0.42982 -0.73704
H -0.53380 -1.65239 1.04390
H 0.99831 0.52066 1.48029
H -1.98221 0.85923 1.49311
H -1.06827 -2.15047 -0.51035
H 0.37030 -0.11368 -1.42427
H 2.39280 0.95051 -1.22610
*
```

Computed properties:
SMILES	C=C[C@@H](C)[SiH3]
strongest force on any atom	0.0759	hartree/bohr
highest occupied orbital energy	-9.33	eV
calculated total energy	-12185.8757	eV
LUMO level	0.0398	Eh
gap between HOMO and LUMO	10.41	eV
ΔE to the lowest compared entry with this formula, charge and spin	31.38	kJ/mol

# 5
Molecular formula: C5H11NO
Method: DFT, wB97M-V/def2-TZVPD

Geometry as ORCA input:
```
! RIJCOSX wB97M-V def2-TZVPD def2/J DEFGRID3
* xyz 0 1
O -1.16075 1.59129 2.44751
N 0.59682 1.64742 0.16850
C -0.55326 0.75292 0.28026
C 0.06860 -0.38921 -1.86346
C -1.04098 0.63984 1.72842
C -0.30645 -0.59357 -0.38448
C 0.80226 -1.39462 0.33097
H 0.37159 -1.33399 -2.31486
H 1.32026 1.37656 0.82422
H 1.06279 -1.00783 1.31332
H 0.56820 -2.44948 0.36221
H 1.69697 -1.35857 -0.28822
H 0.92873 0.27959 -1.92982
H 0.32295 2.58535 0.42799
H -0.75093 -0.02026 -2.45157
H -1.22981 -1.17438 -0.45944
H -1.39378 1.24469 -0.22463
H -1.30321 -0.39575 2.03309
*
```

Computed properties:
SMILES	CC(C)[C@H](N)C=O
strongest force on any atom	0.0179	hartree/bohr
highest occupied orbital energy	-9.29	eV
calculated total energy	-8900.4938	eV
LUMO level	0.0309	Eh
gap between HOMO and LUMO	10.14	eV
ΔE to the lowest compared entry with this formula, charge and spin	116.13	kJ/mol

# 6
Molecular formula: C3H11NOS2
Method: DFT, wB97M-V/def2-TZVPD

Geometry as ORCA input:
```
! RIJCOSX wB97M-V def2-TZVPD def2/J DEFGRID3
* xyz 0 1
S -0.08769 -3.49484 -0.51025
S -0.63412 -2.52198 1.27818
O 2.35682 -0.25717 -1.91448
N 0.04697 2.15477 0.20920
C -1.30267 0.10664 0.95088
C -1.02936 1.16387 -0.24859
C -0.05665 -0.78483 0.98057
H -2.17837 -0.54316 0.75219
H 0.49955 -0.77173 -0.07060
H 0.71274 -0.53408 1.67530
H 3.06295 0.06978 -1.51322
H -1.58278 0.63362 1.95381
H 1.22229 -3.52399 -0.74827
H -0.11191 2.53130 1.12469
H 0.02876 2.94422 -0.49876
H 1.59274 0.24793 -1.68923
H -1.90082 1.81263 -0.56524
H -0.63845 0.76703 -1.16616
*
```

Computed properties:
SMILES	NCCCSS.O
strongest force on any atom	0.1177	hartree/bohr
highest occupied orbital energy	-8.61	eV
calculated total energy	-28496.0535	eV
LUMO level	0.0145	Eh
gap between HOMO and LUMO	9.01	eV
ΔE to the lowest compared entry with this formula, charge and spin	148.87	kJ/mol